No. 1
A molecular structure, C19H39MnN8O6, computed with ωB97M-V with the def2-TZVPD basis set.

Element x y z (Å)
Mn  0.342  0.196  -0.668
O  1.865  3.309  0.607
O  1.510  -1.114  0.586
O  -1.405  0.867  0.519
O  -0.348  1.872  -1.679
O  4.264  0.655  3.725
O  -1.255  -1.764  0.938
N  -1.327  -2.271  -3.531
N  -0.367  -1.656  -2.957
N  -0.829  -0.965  -1.895
N  -2.439  -2.010  -2.830
N  1.587  1.080  0.714
N  1.952  -0.089  -1.953
N  2.550  1.142  -2.394
N  2.930  -0.246  2.154
C  -0.475  1.974  -3.102
C  -1.315  2.298  0.451
C  -1.262  -3.156  1.191
C  -4.053  -3.824  -2.267
C  5.125  2.063  0.550
C  -1.325  2.668  -1.007
C  2.683  3.063  3.427
C  2.012  -0.116  1.150
C  -1.535  0.391  1.862
C  -3.712  -2.645  -3.178
C  -2.058  -1.020  1.822
C  3.553  0.834  2.771
C  -4.391  -3.371  -0.849
C  2.154  2.250  1.136
C  -2.122  -1.187  -1.836
C  1.372  2.550  4.009
C  3.206  2.219  2.247
C  4.508  2.843  1.705
C  -2.946  -4.873  -2.268
H  2.562  4.084  3.066
H  0.310  1.378  -3.550
H  -4.718  -4.219  -0.248
H  2.611  -0.658  -1.426
H  -2.306  2.464  -1.451
H  -5.191  -2.628  -0.841
H  5.211  2.904  2.536
H  4.429  1.980  -0.291
H  -2.267  -3.580  1.085
H  -3.256  -5.750  -1.702
H  -0.595  -3.613  0.463
H  -3.597  -2.967  -4.211
H  -2.798  -0.794  -1.097
H  0.567  2.595  3.271
H  2.477  1.812  -1.635
H  -2.017  -1.427  2.840
H  -1.088  3.727  -1.129
H  3.460  3.065  4.192
H  -2.182  2.744  0.945
H  -4.484  -1.876  -3.137
H  6.019  2.565  0.183
H  -4.952  -4.264  -2.709
H  -0.347  3.015  -3.401
H  -2.694  -5.194  -3.279
H  -0.398  2.639  0.933
H  1.066  3.155  4.862
H  -3.516  -2.946  -0.350
H  -0.557  0.433  2.349
H  -1.461  1.620  -3.415
H  3.531  1.005  -2.609
H  -3.109  -1.038  1.500
H  -0.894  -3.372  2.198
H  1.464  1.518  4.359
H  1.681  -0.624  -2.773
H  3.170  -1.174  2.472
H  5.419  1.056  0.855
H  4.266  3.858  1.390
H  -2.233  1.029  2.409
H  -2.035  -4.487  -1.803

Calculated values
HOMO-LUMO gap (spin up / spin down), eV: 9.48 / 8.96
Strongest force on any atom, eV/A: 0.8
⟨S²⟩: 0.8126
DFT total energy, Eh: -2787.68707
Highest occupied orbital energy (spin up / spin down), eV: -11.59 / -11.07
Net charge: +1
Energy above the lowest of the compared OMol25 structures with the same formula, charge and spin, kJ/mol: 19.4
2S+1: 2

=====

No. 2
A molecular structure, C52H36BCl4N7O2W, computed with ωB97M-V with the def2-TZVPD basis set.

Element x y z (Å)
W  -0.177  0.234  0.931
Cl  -6.911  -5.156  4.408
Cl  5.445  5.707  -4.209
Cl  5.536  -7.174  -0.686
Cl  -2.945  7.531  6.253
O  -2.261  -0.900  -0.988
O  -0.369  -2.152  -1.387
N  -0.003  -1.680  1.653
N  1.673  -0.034  0.159
N  -5.874  1.705  1.010
N  -1.383  1.446  0.039
N  -3.618  2.335  0.231
N  0.685  2.136  1.384
N  -1.331  0.432  2.597
C  4.413  -5.368  0.968
C  3.030  3.164  -1.403
C  3.844  -5.195  -1.375
C  0.435  4.389  1.785
C  -0.969  -3.284  -3.447
C  0.031  3.076  2.171
C  -3.205  -3.748  4.090
C  3.603  -4.277  1.241
C  2.058  -2.461  0.510
C  -2.619  -0.932  -3.347
C  -1.473  -2.872  -2.082
C  -1.787  -4.087  -1.231
C  -0.829  -3.808  2.079
C  3.464  0.305  -1.262
C  3.483  -1.003  -0.899
C  0.913  -2.665  1.255
C  -1.092  -2.413  2.177
C  -4.008  -2.363  -1.838
C  2.867  3.037  -2.782
C  2.237  2.304  -0.494
C  -2.683  1.385  4.193
C  -4.299  -4.504  4.471
C  -4.624  -2.388  2.698
C  0.413  -3.958  1.572
C  2.379  -1.230  -0.046
C  -0.984  2.844  3.106
C  4.518  4.731  -3.133
C  3.952  4.081  -0.901
C  -1.062  5.772  5.474
C  3.045  -4.099  -1.095
C  -2.517  1.851  0.144
C  -4.827  1.987  0.624
C  1.285  4.265  0.735
C  3.603  3.825  -3.651
C  -3.356  -2.691  3.194
C  -0.610  4.690  4.739
C  -3.258  5.515  4.495
C  -2.254  -0.489  3.055
C  2.923  -3.632  0.213
C  -2.626  -1.812  -2.110
C  -1.477  4.003  3.892
C  -3.105  0.103  4.020
C  -5.722  -3.146  3.064
C  4.702  4.862  -1.763
C  -5.551  -4.205  3.946
C  -2.383  6.179  5.346
C  1.440  2.873  0.495
C  4.529  -5.818  -0.339
C  2.389  0.929  -0.584
C  -2.213  -1.856  2.763
C  -1.613  1.618  3.289
C  -2.801  4.424  3.776
B  -0.934  -1.092  -0.787
H  -4.747  -1.567  -1.913
H  2.146  2.336  -3.182
H  -3.324  -0.115  -3.205
H  -0.566  -2.442  -4.003
H  0.942  -4.875  1.374
H  -2.515  -4.724  -1.732
H  0.079  5.295  2.243
H  -1.519  -4.581  2.371
H  -1.777  -3.730  -4.028
H  3.936  -5.572  -2.384
H  -4.193  -5.314  5.178
H  -4.080  -2.814  -0.851
H  -4.262  -3.121  -2.581
H  -2.238  -3.961  4.529
H  -0.399  6.300  6.146
H  2.491  -3.622  -1.894
H  4.110  4.166  0.167
H  -4.758  -1.560  2.011
H  4.207  -1.749  -1.175
H  0.418  4.366  4.844
H  -3.063  2.109  4.892
H  5.430  5.564  -1.382
H  -0.186  -4.034  -3.339
H  4.954  -5.867  1.759
H  3.516  -3.920  2.260
H  4.170  0.826  -1.886
H  1.748  5.048  0.161
H  -4.280  5.852  4.399
H  -6.705  -2.920  2.676
H  -3.481  3.915  3.103
H  -1.633  -0.510  -3.543
H  -3.892  -0.411  4.544
H  -0.876  -4.665  -1.083
H  -2.929  -1.495  -4.227
H  -2.191  -3.810  -0.258
H  3.472  3.743  -4.720

Calculated values
HOMO-LUMO gap, eV: 4.90
Strongest force on any atom, eV/A: 0.9
DFT total energy, Eh: -4469.26627
Highest occupied orbital energy, eV: -12.86
Net charge: +2
2S+1: 1

=====

No. 3
4 unconnected molecules or ions with the total composition C5H16NO4 in a non-equilibrium geometry, computed with ωB97M-V with the def2-TZVPD basis set.

Element x y z (Å)
O  -1.469  -1.632  1.849
O  -2.160  1.793  1.545
O  0.123  0.308  0.866
O  0.409  1.598  3.122
N  -0.916  -0.734  -1.619
C  1.717  -0.872  -0.474
C  0.111  -0.491  -3.805
C  0.129  -0.443  -2.464
C  1.468  -0.092  0.839
C  1.345  0.021  -1.698
H  -0.745  -1.031  1.526
H  -0.751  -0.727  -4.421
H  2.744  -1.230  -0.603
H  1.035  -0.498  -4.367
H  1.737  -0.698  1.707
H  2.186  0.138  -2.379
H  -1.427  1.513  0.952
H  1.074  -1.753  -0.448
H  -1.857  -0.796  -1.963
H  -0.777  -0.338  -0.685
H  2.099  0.810  0.778
H  0.162  2.524  3.022
H  1.064  0.966  -1.227
H  -2.114  -1.061  2.270
H  0.178  1.196  2.221
H  -1.772  1.377  2.331

Calculated values
HOMO-LUMO gap, eV: 8.26
Strongest force on any atom, eV/A: 1.5
DFT total energy, Eh: -555.86667
Highest occupied orbital energy, eV: -4.52
Net charge: -1
Energy above the lowest of the compared OMol25 structures with the same formula, charge and spin, kJ/mol: 0.0
2S+1: 1

=====

No. 4
2 unconnected molecules or ions with the total composition C3H3NO2 in a non-equilibrium geometry, computed with ωB97M-V with the def2-TZVPD basis set.

Element x y z (Å)
O  -0.890  2.189  -0.106
O  -1.808  -1.688  0.593
N  1.852  0.323  -0.478
C  0.822  0.416  0.290
C  -0.358  1.133  -0.121
C  -1.417  -0.934  -0.234
H  0.666  -0.051  1.295
H  -1.416  -1.119  -1.337
H  2.549  -0.269  0.098

Calculated values
HOMO-LUMO gap (spin up / spin down), eV: 7.76 / 7.77
Strongest force on any atom, eV/A: 2.9
DFT total energy, Eh: -321.20199
Highest occupied orbital energy (spin up / spin down), eV: -8.05 / -8.06
Energy above the lowest of the compared OMol25 structures with the same formula, charge and spin, kJ/mol: 461.2
2S+1: 1

=====

Repeat the third record exactly.
4 unconnected molecules or ions with the total composition C5H16NO4 in a non-equilibrium geometry, computed with ωB97M-V with the def2-TZVPD basis set.

Element x y z (Å)
O  -1.469  -1.632  1.849
O  -2.160  1.793  1.545
O  0.123  0.308  0.866
O  0.409  1.598  3.122
N  -0.916  -0.734  -1.619
C  1.717  -0.872  -0.474
C  0.111  -0.491  -3.805
C  0.129  -0.443  -2.464
C  1.468  -0.092  0.839
C  1.345  0.021  -1.698
H  -0.745  -1.031  1.526
H  -0.751  -0.727  -4.421
H  2.744  -1.230  -0.603
H  1.035  -0.498  -4.367
H  1.737  -0.698  1.707
H  2.186  0.138  -2.379
H  -1.427  1.513  0.952
H  1.074  -1.753  -0.448
H  -1.857  -0.796  -1.963
H  -0.777  -0.338  -0.685
H  2.099  0.810  0.778
H  0.162  2.524  3.022
H  1.064  0.966  -1.227
H  -2.114  -1.061  2.270
H  0.178  1.196  2.221
H  -1.772  1.377  2.331

Calculated values
HOMO-LUMO gap, eV: 8.26
Strongest force on any atom, eV/A: 1.5
DFT total energy, Eh: -555.86667
Highest occupied orbital energy, eV: -4.52
Net charge: -1
Energy above the lowest of the compared OMol25 structures with the same formula, charge and spin, kJ/mol: 0.0
2S+1: 1

=====

- strongest force on any atom of number 4 (C3H3NO2)?
  2.9 eV/A

=====

- Which value of strongest force on any atom does entry 1 give?
  0.8 eV/A